(1)
Here is CH4AlO9P2 as an isolated structure at a distorted geometry from OMol25. Energies are from ωB97M-V/def2-TZVPD.

Expectation value of S²: 1.787
HOMO-LUMO gap (alpha / beta) (eV): 5.9 / 4.3

The geometry in ORCA input format:
```
! wB97M-V def2-TZVPD RIJCOSX def2/J DEFGRID3
* xyz -2 2
Al 2.474 7.958 -13.146
P 0.527 6.246 -10.823
O 1.686 7.212 -10.577
O -0.767 6.975 -10.254
O 0.821 4.876 -10.234
O 0.215 6.243 -12.342
P -0.003 10.414 -13.064
O -0.018 9.087 -12.388
O 1.243 10.453 -13.971
O -0.052 11.506 -11.875
O -1.234 10.213 -14.054
C 5.829 6.489 -11.335
O 4.438 6.460 -11.569
H 6.173 5.467 -11.490
H 6.383 7.131 -12.020
H 5.972 6.848 -10.316
H 4.063 5.952 -10.846
*
```


(2)
Here is CH4BNO2 as an isolated structure at a distorted geometry from OMol25. Energies are from ωB97M-V/def2-TZVPD.

HOMO-LUMO gap (eV): 10.0
Relative energy (zero: lowest compared OMol25 entry of this formula, charge and spin) (kJ/mol): 279.6

The geometry in ORCA input format:
```
! wB97M-V def2-TZVPD RIJCOSX def2/J DEFGRID3
* xyz 0 1
B 0.942 0.077 0.271
C -0.546 -0.189 0.717
N -0.639 -0.051 -1.119
O -1.476 0.264 -1.877
O 0.551 0.103 -1.300
H 1.433 1.243 0.597
H 1.672 -0.831 0.554
H -0.800 -1.277 1.055
H -1.138 0.661 1.103
*
```


(3)
Here is CH4Br2Si as an isolated structure at a distorted geometry from OMol25. Energies are from ωB97M-V/def2-TZVPD.

HOMO-LUMO gap (eV): 8.9
Relative energy (zero: lowest compared OMol25 entry of this formula, charge and spin) (kJ/mol): 516.2

The geometry in ORCA input format:
```
! wB97M-V def2-TZVPD RIJCOSX def2/J DEFGRID3
* xyz 0 1
C -0.016 0.395 -0.728
Si -0.090 -0.480 0.964
Br -0.969 -0.471 -2.125
Br -0.282 2.273 -0.717
H 1.734 0.250 -1.305
H -1.453 -0.256 1.438
H 0.903 0.172 1.806
H 0.173 -1.882 0.667
*
```


(4)
Here is CH4Br2Si as an isolated structure at a distorted geometry from OMol25. Energies are from ωB97M-V/def2-TZVPD.

HOMO-LUMO gap (alpha / beta) (eV): 8.2 / 6.3
Relative energy (zero: lowest compared OMol25 entry of this formula, charge and spin) (kJ/mol): 703.6

The geometry in ORCA input format:
```
! wB97M-V def2-TZVPD RIJCOSX def2/J DEFGRID3
* xyz 0 1
C 1.381 -0.513 0.502
Si -1.391 0.237 -0.098
Br 2.583 -1.782 -0.360
Br 2.105 1.250 -0.156
H -0.816 1.354 0.527
H -2.400 -0.338 0.913
H 0.454 -0.669 0.181
H -1.916 0.460 -1.509
*
```


(5)
Here is one molecule with the formula CH4BrP at a distorted geometry from OMol25. Energies are from ωB97M-V/def2-TZVPD.

HOMO-LUMO gap (eV): 9.8
Relative energy (zero: lowest compared OMol25 entry of this formula, charge and spin) (kJ/mol): 98.4

The geometry in ORCA input format:
```
! wB97M-V def2-TZVPD RIJCOSX def2/J DEFGRID3
* xyz 0 1
C -0.843 -0.361 0.257
P 0.803 1.052 0.015
Br 2.429 -0.442 -0.085
H -0.678 -0.685 1.218
H -0.962 -1.219 -0.514
H -1.573 0.383 0.484
H 0.822 1.272 -1.376
*
```


(6)
Here is a 2-piece molecular cluster, CH4Cl2O2Si overall at a distorted geometry from OMol25. Energies are from ωB97M-V/def2-TZVPD.

HOMO-LUMO gap (eV): 11.1
Relative energy (zero: lowest compared OMol25 entry of this formula, charge and spin) (kJ/mol): 142.1

The geometry in ORCA input format:
```
! wB97M-V def2-TZVPD RIJCOSX def2/J DEFGRID3
* xyz 0 1
C 0.377 0.834 0.121
O 1.485 -2.214 -0.641
O 1.711 0.387 0.241
Si 2.311 -1.047 -0.156
Cl 4.227 -0.918 0.251
Cl -1.895 -3.437 0.210
H 0.323 1.554 -0.697
H 0.104 1.323 1.055
H -0.304 0.007 -0.079
H -0.722 -3.185 -0.250
*
```


(7)
Here is a 2-piece molecular cluster, CH4Cl2OP overall at a distorted geometry from OMol25. Energies are from ωB97M-V/def2-TZVPD.

HOMO-LUMO gap (alpha / beta) (eV): 6.4 / 7.9
Relative energy (zero: lowest compared OMol25 entry of this formula, charge and spin) (kJ/mol): 354.5

The geometry in ORCA input format:
```
! wB97M-V def2-TZVPD RIJCOSX def2/J DEFGRID3
* xyz 1 1
C 0.479 0.446 0.766
O -1.726 -1.981 -1.630
P -1.531 -1.875 0.054
Cl -3.377 -2.035 0.617
Cl -0.630 -3.629 0.512
H 1.088 0.415 -0.149
H 0.768 -0.215 1.475
H -0.071 1.270 1.019
H -1.013 -2.112 -2.292
*
```


(8)
Here is a 2-piece molecular cluster, CH4Cl2OP overall at a distorted geometry from OMol25. Energies are from ωB97M-V/def2-TZVPD.

HOMO-LUMO gap (eV): 8.2
Relative energy (zero: lowest compared OMol25 entry of this formula, charge and spin) (kJ/mol): 263.5

The geometry in ORCA input format:
```
! wB97M-V def2-TZVPD RIJCOSX def2/J DEFGRID3
* xyz 1 1
C -2.041 -0.100 0.453
O -0.884 2.205 -0.717
P -0.619 0.946 -0.133
Cl 4.597 -0.921 -0.102
Cl 1.184 0.250 0.076
H -1.981 -0.956 -0.186
H -3.138 0.297 0.183
H -1.962 -0.276 1.603
H 4.844 -1.445 -1.177
*
```